# C42H68N8O6PTi

A structure of composition C42H68N8O6PTi in a non-equilibrium geometry (wB97M-V/def2-TZVPD, OMol25).

Structure (XYZ):
```
126
Properties=species:S:1:pos:R:3:lowdin_charge:R:1
Ti -0.68538 0.66852 1.36269 1.125
C -4.67067 0.40368 0.72320 -0.069
C -3.38034 -0.28869 1.00083 -0.450
O -2.27913 0.25852 0.41141 -0.273
C -3.23777 -1.30558 1.92567 -0.092
C -2.07689 -1.63445 2.61013 -0.374
C -1.90370 -2.83683 3.47536 -0.087
N -1.10773 -0.62384 2.66891 -0.170
N -1.16136 0.07965 3.92601 0.120
C -1.43447 1.33172 3.74691 -0.471
O -1.64508 1.88609 2.56925 -0.149
C -1.54062 2.23207 4.92375 -0.141
C -1.53976 3.61037 4.73387 -0.023
C -1.65851 4.46702 5.81890 -0.095
C -1.78298 3.95291 7.10222 -0.115
C -1.77701 2.57693 7.29529 -0.101
C -1.65321 1.72088 6.21430 -0.035
H -4.84422 0.58082 -0.34608 0.049
H -5.50727 -0.18020 1.11412 0.071
H -4.72101 1.38949 1.20876 0.072
H -4.14083 -1.87614 2.15143 0.107
H -1.58544 -2.56061 4.48662 0.057
H -2.84839 -3.38312 3.55624 0.064
H -1.15684 -3.54881 3.09901 0.057
H -1.43501 3.99319 3.72862 0.113
H -1.65127 5.53845 5.66065 0.093
H -1.89117 4.62040 7.94854 0.089
H -1.87048 2.16826 8.29395 0.093
H -1.64521 0.64727 6.34706 0.107
O -0.21060 1.68085 -0.42060 -0.046
C -0.77758 2.05960 -1.45273 -0.415
C 0.02607 2.19400 -2.72004 -0.077
C -0.68032 1.71176 -3.98520 -0.183
C -1.69305 2.68642 -4.57929 -0.205
C -2.97444 2.79973 -3.75953 -0.186
C -2.73020 3.30415 -2.34450 -0.159
N -2.08999 2.33374 -1.46292 0.112
H 0.93792 1.62519 -2.53750 0.103
H 0.32476 3.24733 -2.81405 0.132
H -1.17551 0.76315 -3.75923 0.094
H 0.09324 1.49563 -4.72591 0.113
H -1.94199 2.37486 -5.59706 0.106
H -1.23025 3.67775 -4.66057 0.109
H -3.45574 1.82263 -3.69676 0.094
H -3.67597 3.47865 -4.25232 0.109
H -3.67703 3.55611 -1.86656 0.123
H -2.12952 4.22154 -2.37450 0.124
H -2.53454 2.11684 -0.57582 0.129
C -1.63911 -2.24296 -5.06073 -0.129
C -1.33872 -3.18851 -3.90028 -0.579
C 0.13881 -3.57573 -3.94807 -0.143
P -1.69032 -2.40285 -2.23758 1.108
C -1.46676 -3.93712 -1.17237 -0.545
C -2.59385 -4.22484 -0.18428 -0.113
C -0.16281 -3.79416 -0.38740 -0.143
C -3.53302 -2.17560 -2.25501 -0.560
C -3.88416 -0.77616 -2.74821 -0.151
C -4.35447 -3.24051 -2.98151 -0.123
H -1.23644 -2.64332 -5.99591 0.071
H -1.17552 -1.26828 -4.89730 0.057
H -2.70789 -2.08317 -5.20249 0.050
H -1.95157 -4.09083 -4.00557 0.095
H 0.76263 -2.69772 -3.76074 0.057
H 0.40049 -3.96970 -4.93464 0.073
H 0.39635 -4.33142 -3.20604 0.059
H -1.37376 -4.78706 -1.86085 0.091
H -2.68829 -3.41278 0.53856 0.056
H -2.35574 -5.13472 0.37366 0.079
H -3.56159 -4.37599 -0.66117 0.056
H -0.23553 -2.97178 0.32653 0.059
H 0.69609 -3.57892 -1.02322 0.043
H 0.05151 -4.70975 0.17109 0.079
H -3.77923 -2.18965 -1.18797 0.084
H -3.59713 -0.63538 -3.79363 0.052
H -3.37456 -0.02647 -2.14341 0.040
H -4.96176 -0.60045 -2.67505 0.079
H -4.34805 -3.07506 -4.06123 0.063
H -5.39822 -3.20964 -2.65587 0.077
H -3.98800 -4.25253 -2.80421 0.060
C 1.84834 -1.42402 4.51045 -0.076
C 2.16133 0.04117 4.76860 -0.144
C 2.80574 0.87362 3.61342 -0.288
C 3.30568 2.19816 4.19307 -0.181
C 3.99494 3.10610 3.18504 -0.083
C 3.94492 0.07125 3.01929 -0.420
O 5.08871 0.11952 3.43648 0.075
N 3.58339 -0.76433 2.00678 0.210
C 2.31184 -0.84044 1.40031 -0.536
O 2.11229 -1.76515 0.62421 0.034
N 1.44023 0.14503 1.67192 0.090
C 1.72653 1.10878 2.57380 -0.438
O 1.04775 2.14004 2.52423 0.036
H 1.37750 -1.84084 5.40195 0.078
H 2.74338 -2.01181 4.29994 0.076
H 1.13604 -1.54980 3.69432 0.057
H 2.84496 0.13614 5.61722 0.119
H 1.22864 0.54862 5.03082 0.109
H 3.98898 1.96455 5.01201 0.115
H 2.43652 2.70924 4.61257 0.122
H 4.91003 2.64963 2.80441 0.069
H 4.26526 4.05557 3.65106 0.071
H 3.33548 3.32860 2.34572 0.063
H 4.28025 -1.39423 1.63997 0.157
C 4.31923 -1.67089 -3.67102 -0.172
C 3.45439 -2.06078 -2.48843 -0.208
N 2.64187 -0.91677 -2.11578 0.069
C 3.27656 0.29763 -1.88586 -0.387
N 2.80033 1.04917 -0.97312 0.103
C 3.34746 2.37424 -0.77620 -0.223
C 4.07601 2.90220 -2.00342 -0.169
C 5.04299 1.83421 -2.47978 -0.183
N 4.31259 0.61328 -2.77143 -0.059
C 5.14655 -0.45733 -3.29094 -0.186
H 3.67995 -1.43100 -4.52360 0.115
H 4.98151 -2.49085 -3.95634 0.110
H 4.08727 -2.39914 -1.65408 0.119
H 2.78678 -2.88541 -2.73940 0.097
H 2.01596 -1.10999 -1.33715 0.096
H 4.03290 2.35613 0.08117 0.105
H 2.52504 3.03652 -0.49089 0.108
H 4.60764 3.83113 -1.78566 0.109
H 3.35605 3.10332 -2.80231 0.108
H 5.81523 1.65636 -1.71338 0.127
H 5.55953 2.14110 -3.39451 0.116
H 5.90571 -0.74906 -2.54540 0.125
H 5.68678 -0.06420 -4.15774 0.116
```

Calculated values
Total energy, Eh: -3721.736447
E_HOMO (spin up / spin down), eV: -1.73 / -1.73
2S+1: 1
Charge: -1